A cluster of 2 separate species, C9H12N3O in total in a non-equilibrium geometry. Source: OMol25; level of theory: ωB97M-V/def2-TZVPD.

Calculated values
HOMO-LUMO gap (alpha / beta) in eV: 8.2702 / 8.2717
Energy above the lowest of the compared OMol25 structures with the same formula, charge and spin in kcal/mol: 138.0
LUMO energy (alpha / beta) in eV: -4.4 / -4.4
Net charge: +1

Geometry as XYZ:
```
25
Properties=species:S:1:pos:R:3:nbo_charge:R:1
C 3.793 -1.149 -0.121 -0.13
C 3.344 -0.211 -1.015 -0.21
C 2.813 -1.745 0.761 -0.20
C 1.968 0.078 -1.202 -0.13
C 1.470 -1.451 0.630 -0.14
C 1.014 -0.504 -0.348 -0.24
C -0.372 -0.326 -0.434 0.56
C -1.282 1.985 -0.097 0.31
C -3.333 -1.506 0.657 -0.26
N -1.365 -1.005 -0.518 -0.08
N -2.533 2.265 -0.381 -0.79
N -0.453 2.979 0.150 -0.78
O -2.747 -0.962 -0.525 -0.31
H 4.827 -1.317 0.042 0.24
H 4.076 0.164 -1.688 0.23
H 3.136 -2.289 1.663 0.24
H 1.800 0.619 -2.089 0.24
H 0.680 -1.837 1.208 0.22
H -4.301 -1.757 0.363 0.22
H -3.240 -0.858 1.558 0.20
H -2.699 -2.442 0.761 0.20
H -3.196 1.489 -0.490 0.42
H -3.035 3.151 -0.026 0.39
H 0.451 2.810 0.594 0.41
H -0.816 3.821 0.545 0.38
```

***

A structure of composition C7H13N in a non-equilibrium geometry. Source: OMol25; level of theory: ωB97M-V/def2-TZVPD.

Calculated values
HOMO-LUMO gap in eV: 8.5180
Energy above the lowest of the compared OMol25 structures with the same formula, charge and spin in kcal/mol: 112.1
LUMO energy in eV: 1.0
Net charge: 0

Geometry as XYZ:
```
21
Properties=species:S:1:pos:R:3:nbo_charge:R:1
C -0.212 0.007 -0.216 0.06
C 1.035 0.432 0.326 -0.37
C -0.391 0.047 -1.712 -0.64
C -0.951 -1.088 0.479 -0.68
C -0.730 1.807 0.396 -0.20
C 2.078 -1.184 -0.177 0.09
C -1.732 2.011 1.230 -0.44
N 1.992 -2.301 0.398 -0.69
H 2.702 -2.997 0.148 0.34
H 1.151 0.389 1.402 0.23
H 1.614 1.162 -0.228 0.22
H -0.303 2.643 -0.152 0.19
H 2.879 -0.966 -0.912 0.12
H 0.251 0.788 -2.186 0.21
H -0.141 -0.929 -2.130 0.22
H -1.433 0.266 -1.948 0.23
H -1.597 -1.672 -0.176 0.22
H -0.289 -1.837 0.930 0.26
H -1.560 -0.776 1.324 0.22
H -2.191 1.208 1.798 0.19
H -2.174 2.988 1.405 0.20
```

***

| no. | energy (eV) |
| --- | --- |
| 1 | -16033.65826 |
| 2 | -8955.07089 |